# 1
C31H33BaClN8O2S7 | ωB97M-V/def2-TZVPD

The geometry in ORCA input format:
```
! RIJCOSX wB97M-V def2-TZVPD def2/J DEFGRID3
* xyz -2 1
H -1.27146 -1.36189 1.68095
C 7.19017 -0.46971 2.58379
H -1.22565 -2.54357 -0.84462
N -2.91410 -1.35012 0.46583
C -1.87315 -2.09047 1.14401
H -3.89601 4.99025 -1.71677
H 6.46272 0.21805 3.01366
H 4.71030 -2.97191 -0.18523
H 0.78184 -5.68186 -0.34815
N 1.69132 -3.88172 -1.01821
H -4.99829 -1.92312 -2.77908
C -3.66224 4.55888 -3.78605
N -4.82425 -1.07770 -0.85209
C -3.89422 -1.84746 -0.16581
O 1.16288 3.31995 0.86740
H 8.19283 -0.04496 2.61350
C 7.26138 2.74886 -1.41388
H 2.75066 -0.29016 0.12011
C 5.71005 1.78054 0.55808
H 1.14151 -5.56144 -2.07879
C 1.01385 3.42193 3.26228
H -0.21640 -4.66508 -1.41142
H -2.26031 -2.78118 1.89754
C 6.58702 0.79384 0.19939
C -4.16268 -4.15380 0.71606
H 3.86581 -0.96159 1.30181
C 1.01528 3.91127 5.61913
C 2.87449 -1.07995 0.87425
S 7.74068 1.14389 -1.07247
H 7.17056 -1.42206 3.11749
H -3.82191 0.33734 -2.07525
C 3.11885 -4.16123 -1.12163
N -4.24230 -3.20348 -0.37351
H 0.19219 2.39053 6.89570
C 0.37444 2.16472 3.48270
C 3.73638 -2.85424 -0.65615
H -1.76743 2.03925 -4.99271
S -2.47274 3.16618 -0.19883
N -5.25520 6.47598 -4.50940
S -1.01059 1.02622 -2.52973
H -3.14006 -4.28398 1.05865
H -5.46479 -4.08766 -1.84417
H -6.53227 -1.53904 -1.97676
Ba -0.10184 1.37727 0.29682
C 0.41206 2.66998 5.87287
C -2.60685 3.30125 -1.94545
H -0.35004 0.85925 5.02274
H -4.78489 -3.85983 1.57361
C -5.48337 -3.25889 -1.13603
C -4.50843 0.29474 -1.22343
C -0.92412 -2.81500 0.17282
H -6.34922 -3.38648 -0.47131
H -4.03086 0.80272 -0.39414
S 7.98451 3.70002 -2.56696
S 4.51128 1.84075 1.77210
H 3.38759 -4.42054 -2.14514
H -5.43526 0.81412 -1.47263
Cl 1.37185 4.98760 6.96009
S 6.70564 -0.81850 0.87336
H 3.84263 -2.15132 -1.49396
C 0.79723 -4.99977 -1.20985
C 0.11154 1.82204 4.83836
C -3.25965 3.89401 -6.14396
C 1.38166 3.88439 1.93594
H 2.12565 -0.94731 1.65211
C 1.48955 -2.88434 -0.06379
H 1.90703 4.85081 1.91970
H -4.51684 -5.11970 0.35384
C -3.04841 3.71893 -4.72664
N 0.43500 -2.38184 0.43801
O 0.04548 1.37361 2.51496
C -4.54360 5.62586 -4.19612
S 5.95466 3.24480 -0.41555
C 1.32060 4.27106 4.33845
H 3.40771 -4.99228 -0.46320
C -2.23423 2.69455 -4.27014
N -3.41784 4.02113 -7.27826
H -1.05234 -3.89816 0.28237
H 1.80642 5.22144 4.13818
C -1.99260 2.43265 -2.90544
C -3.42081 4.33943 -2.43903
N 2.74265 -2.40585 0.29530
C -5.51869 -1.90094 -1.81220
*
```

Calculated values
DFT total energy   -137766.150 eV
Gap between HOMO and LUMO   5.7 eV

***

# 2
C31H33Br2F13N5O4P | ωB97M-V/def2-TZVPD

The geometry in ORCA input format:
```
! RIJCOSX wB97M-V def2-TZVPD def2/J DEFGRID3
* xyz 0 1
C 3.94970 -7.04022 5.41311
F -0.37597 -5.56980 0.30693
F -0.48041 4.60339 0.61427
H -3.05162 6.00177 -5.37269
H 4.54060 -8.70960 2.64079
H -0.02860 9.10329 -5.26524
C 0.85717 -9.27131 -0.35750
H 3.90491 -6.75519 6.45011
C 4.15844 8.20571 -5.24240
H -6.07764 6.22510 -3.57100
C 1.42318 -0.60651 3.31697
F -0.49965 -3.90958 -1.10648
H -3.93417 -5.51344 4.09169
C -1.65051 8.54794 -3.91687
H -4.11225 4.42744 -0.15465
C 0.94944 -3.61546 0.73928
N 2.94291 7.57655 -5.26231
C -0.86063 8.46022 -5.03206
H 3.33442 -6.30505 2.31573
C 1.21162 1.58465 2.13662
H 5.28182 9.11887 -3.61216
H -1.62331 9.22819 -3.08355
F -1.47760 2.38253 -1.11820
H -0.07608 -7.42598 -0.76842
C 0.99935 -9.84332 -2.52895
H 1.75859 -11.18139 -0.89884
H 1.44873 7.10973 -3.81830
O 0.50746 -3.93765 2.00572
Br -0.79291 -6.40335 3.93953
C 0.33908 -4.59463 -0.30838
H -6.36032 5.31081 0.50165
F -2.49444 3.12164 0.63754
C -3.56152 -4.97290 3.21948
H -4.36940 -4.35025 2.84920
H 4.74098 8.32030 -6.13995
F -1.39888 1.27265 0.73285
N 3.46400 -6.21808 4.43821
C 0.40131 -8.61498 -2.44862
C 4.25797 -8.01500 3.41299
F 1.31876 3.96756 2.28550
F 0.61953 -2.34885 0.43446
C 4.44826 -8.16723 4.81222
H 0.88958 -9.18955 0.71458
O 2.32146 -3.35641 3.80199
H 1.12769 -5.05649 -0.90354
N -6.00036 5.38033 -0.43174
C -0.12750 3.30484 0.58589
Br -2.74078 -2.26945 3.72959
C -6.65417 5.95933 -1.48423
H -0.38414 0.42343 2.86686
H 3.05033 -5.31102 4.58236
F 0.80680 3.14619 -0.35806
N -2.58621 7.55396 -3.98752
C -5.84370 5.86280 -2.58363
C -4.65421 5.19771 -2.17216
C 4.40424 8.59653 -3.95385
C -1.41066 2.49856 0.20033
F 2.30047 -3.68479 0.69090
H -3.27806 -5.68900 2.45076
H -0.95496 7.01960 -6.74891
H 1.20634 -10.38405 -3.43689
H 2.21718 -0.66845 2.57702
H -3.80151 4.95279 -2.78506
H 0.53208 1.21487 4.13491
O -0.13710 -3.78386 4.33907
C -2.39657 -4.12169 3.61380
F 1.22753 0.95630 0.92467
C 0.46917 2.97144 1.98464
C -1.17992 -4.56224 3.91860
C 1.28800 -10.26071 -1.20002
N 0.32023 -8.27514 -1.12436
H 1.87504 -0.69936 4.30056
C 3.64581 -6.80229 3.21831
F -0.56980 3.02429 2.86621
C -4.78122 4.91491 -0.83853
C 2.40808 7.56025 -4.00459
C 3.29151 8.18644 -3.16699
H -7.63460 6.38602 -1.36423
H 2.50516 7.18777 -6.07632
H 0.02926 -7.95815 -3.21610
H 3.15609 8.33647 -2.10925
C -2.40879 6.83142 -5.13307
F 2.51509 1.85455 2.43232
O 0.49262 -1.70088 3.10543
H 4.90413 -9.00235 5.31694
C -1.34328 7.36921 -5.80675
P 0.94778 -3.17369 3.34970
H -3.29666 7.37534 -3.29841
C 0.62022 0.68565 3.19048
*
```

Calculated values
DFT total energy   -233025.690 eV
Structure (SMILES)   C/C(Br)=C(\Br)O[P@](=O)(OCCC(F)(F)C(F)(F)C(F)(F)C(F)(F)F)OC(F)(F)C(F)F.c1cc[nH]c1.c1cc[nH]c1.c1cc[nH]c1.c1cc[nH]c1.c1cc[nH]c1
Gap between HOMO and LUMO   8.1 eV

***

# 3
C31H33Br4Cl2N6O7P2W | ωB97M-V/def2-TZVPD

The geometry in ORCA input format:
```
! RIJCOSX wB97M-V def2-TZVPD def2/J DEFGRID3
* xyz 1 1
H -0.34017 -2.53640 -3.65640
C -2.35867 -1.10647 -2.12077
O -0.76766 -1.82194 -0.64832
N -2.34201 -0.07681 1.05058
H -3.93390 -0.65090 -0.27735
H -5.14165 1.67503 3.71376
N 0.01028 -1.70955 3.78539
C 1.29396 2.74258 0.65647
C -3.64975 -0.19013 0.65151
C 4.04036 -3.45902 1.47077
Cl 2.53549 1.71797 -3.67938
C 3.80572 0.74992 -0.55128
H 3.24376 -3.89735 2.06993
C -3.44585 -1.31471 -2.95441
O 0.51217 1.14648 -1.60444
H 2.09070 -2.93466 -3.84834
P 1.93069 -1.12128 -0.84121
H 0.62163 3.33997 4.73489
C 1.01321 2.51513 -3.48037
O 1.83623 -2.19979 -1.99522
C 5.11574 0.26240 0.02395
C 0.67640 3.51401 -4.36285
C -1.35232 3.93567 -3.13880
C -4.45036 0.37589 1.60181
Br -4.21989 0.20737 -3.74100
C 0.21698 -2.84291 3.04891
Br -1.30308 -4.87947 -0.79843
H 5.78024 -0.08136 -0.76787
C -1.00256 2.91966 -2.20981
H 4.81930 -4.20818 1.34173
H -3.89297 0.84723 4.66794
C 0.21035 3.89547 3.89341
C -0.53152 4.20830 -4.19172
N 0.63763 1.62534 1.11038
H -3.56280 2.44503 3.94165
H 1.61779 4.71399 1.63292
Br -3.88564 -5.45614 -2.83324
H 4.95753 -0.55007 0.72830
H -0.86391 4.02429 4.02079
H 5.61193 1.07612 0.55055
O -1.52436 1.85155 -0.14973
C 0.16933 2.14817 -2.41021
C 0.19570 -2.47591 1.73766
C 0.32539 -1.70423 -3.87984
H 0.23416 -0.67747 5.58279
H -2.68498 3.32227 -0.90804
C -2.34732 0.56235 2.22907
P -0.91082 0.88225 3.33101
H -1.11147 -1.84470 5.55358
H 0.33564 -1.55833 -4.96047
H 0.68028 4.87463 3.84590
N 0.49377 3.20363 2.64808
C -3.28573 -3.69823 -2.54555
H 3.12164 1.06034 0.24576
H 2.42783 -1.20467 -3.70460
W -0.49930 0.12668 -0.25022
C -0.12331 -0.68233 2.91539
Cl -0.94433 5.45104 -5.32825
Br -5.37283 -2.89388 -4.31377
H -0.07474 -0.79730 -3.42444
H 1.34071 3.75924 -5.17761
H 1.76373 2.77822 -0.30960
H -2.26582 4.49430 -2.99671
H 4.46340 -2.61903 2.01877
O 3.18498 -0.26736 -1.34990
H 3.95822 1.59782 -1.22354
H 0.30123 -3.09237 0.86986
C -2.20494 -3.47870 -1.67855
O 2.48722 -2.02576 0.34845
C 3.51989 -3.02283 0.12456
O -1.84195 0.07011 -1.80422
C -4.07404 1.49170 3.80807
C 1.21845 3.71807 1.60741
N -3.62343 0.84891 2.58735
H -5.51586 0.47668 1.65995
C -0.08835 -1.65493 5.23247
C 0.15095 1.93451 2.31758
C -1.79541 2.71759 -1.07618
N 0.00210 -1.11887 1.65478
H 0.36995 -3.79895 3.51147
C -1.76268 -2.18666 -1.46739
C 1.73280 -1.99565 -3.42403
H 4.30708 -2.58751 -0.49482
H 0.56868 -2.41397 5.65019
H 3.07052 -3.84918 -0.42519
C -3.90535 -2.62193 -3.17170
*
```

Calculated values
DFT total energy   -381572.343 eV
Energy relative to the best compared isomer or geometry (same formula, charge and spin)   19.50 kcal/mol
Gap between HOMO and LUMO (alpha / beta)   5.2 / 6.0 eV

***

Which formula does entry 2 have?
C31H33Br2F13N5O4P

***

Which of these has the lowest DFT total energy?
C31H33Br4Cl2N6O7P2W